This record from the Open Molecules 2025 dataset describes a molecular structure, C49H38AsCdOPSeSi at a distorted geometry. The level of theory is ωB97M-V with the def2-TZVPD basis set.

The spin multiplicity is 1. The calculation puts the energy relative to the best compared isomer or geometry (same formula, charge and spin) at 46.1 kcal/mol. As for the HOMO energy (alpha / beta): 1.0 / 0.4 eV. The charge is -2. The LUMO energy (alpha / beta) is 4.147 / 4.150 eV. The gap between HOMO and LUMO (alpha / beta) is 3.135 / 3.732 eV.

Geometry (Å):
Cd (1.00128, -0.27111, 0.03557)
O (4.23508, -0.32067, -0.51828)
C (3.53884, 0.19191, 0.32722)
C (4.04958, 0.75766, 1.60126)
C (5.40921, 0.82725, 1.99916)
C (5.75690, 1.41719, 3.20571)
C (4.77976, 1.65948, 4.19678)
C (3.43279, 1.60073, 3.84217)
C (3.08944, 1.19396, 2.55825)
P (1.46248, 1.41914, 1.89445)
C (0.30659, 0.86068, 3.13536)
C (-0.95382, 1.39277, 3.39867)
C (-1.63423, 1.05280, 4.56694)
C (-0.95903, 0.34663, 5.59113)
C (0.19046, -0.27718, 5.28144)
C (0.85726, -0.03448, 4.06130)
C (1.31707, 3.20134, 1.65819)
C (0.25240, 3.71580, 0.92139)
C (0.07719, 5.09417, 0.79777)
C (0.87252, 5.94809, 1.53983)
C (2.02444, 5.46465, 2.12443)
C (2.26563, 4.08822, 2.16924)
H (6.23454, 0.55466, 1.28245)
H (6.73986, 1.77615, 3.39112)
H (5.08889, 2.03578, 5.16112)
H (2.69048, 1.96394, 4.48605)
H (-1.38709, 2.11441, 2.68610)
H (-2.64589, 1.38245, 4.84589)
H (-1.41464, 0.26425, 6.58830)
H (0.67960, -0.93065, 6.00145)
H (1.86802, -0.50300, 3.90019)
H (-0.35163, 2.94734, 0.44444)
H (-0.59254, 5.38350, 0.00650)
H (0.64284, 6.98931, 1.61296)
H (2.69347, 6.17569, 2.66075)
H (3.18824, 3.75720, 2.59957)
C (-4.35544, 0.98732, 0.93520)
C (-3.53657, 2.06232, 0.52940)
C (-2.93892, 2.12519, -0.72634)
C (-3.18602, 1.04115, -1.60693)
C (-4.12808, 0.05943, -1.25792)
C (-4.58697, -0.03630, 0.03712)
As (-1.93431, 0.69859, -3.05728)
C (-2.60847, -0.76029, -4.23680)
C (-2.18254, -2.07448, -4.16013)
C (-2.14318, -2.81722, -5.33086)
C (-2.54750, -2.24383, -6.56298)
C (-3.05261, -0.91862, -6.62856)
C (-3.11745, -0.19113, -5.42080)
C (-3.29546, 1.33400, -5.43559)
C (-4.05961, 2.10013, -6.30612)
C (-3.85768, 3.49579, -6.32068)
C (-2.99769, 4.04746, -5.42435)
C (-2.31436, 3.28305, -4.47548)
C (-2.55873, 1.95449, -4.39744)
H (-4.72962, 0.94114, 1.94424)
H (-3.25914, 2.80412, 1.33580)
H (-2.31668, 2.87203, -1.09006)
H (-4.44766, -0.59685, -2.06709)
H (-5.32259, -0.76591, 0.34135)
H (-1.90076, -2.54803, -3.24479)
H (-2.02573, -3.88370, -5.27095)
H (-2.50439, -2.81205, -7.47312)
H (-3.56683, -0.55824, -7.51758)
H (-4.72369, 1.56422, -6.99387)
H (-4.33396, 4.04836, -7.09298)
H (-2.89406, 5.13725, -5.33910)
H (-1.62861, 3.72831, -3.69921)
Se (0.20551, 0.23609, -2.54015)
C (-2.22577, -4.63468, 2.44234)
C (-0.89860, -4.86402, 2.87741)
C (0.15305, -4.39065, 2.10512)
C (-0.05563, -3.71038, 0.87914)
C (-1.37304, -3.51054, 0.48930)
C (-2.45277, -3.93235, 1.30215)
Si (1.27714, -2.85312, -0.13491)
C (2.96410, -3.74190, 0.03628)
C (3.64745, -4.07735, -1.13575)
C (4.99367, -4.50319, -1.04262)
C (5.68322, -4.35843, 0.11583)
C (5.06158, -3.77771, 1.21341)
C (3.69268, -3.69667, 1.18541)
H (-3.12083, -5.07572, 2.94122)
H (-0.67111, -5.50556, 3.72626)
H (1.19527, -4.54625, 2.30800)
H (-1.65236, -3.05915, -0.43553)
H (-3.49832, -3.72439, 0.99389)
H (1.08784, -3.19637, -1.62830)
H (3.11147, -4.18715, -2.06799)
H (5.52942, -4.79898, -1.97419)
H (6.77028, -4.58003, 0.12730)
H (5.64497, -3.39629, 2.05740)
H (3.18013, -3.43294, 2.11802)